The following is a quantum chemistry calculation of a molecular structure, C5H7NO, from the OMol25 dataset.

XYZ file:
```
14
Properties=species:S:1:pos:R:3
O 2.547 0.241 -0.274
C 1.195 0.378 -0.591
C 0.297 -0.812 -0.559
C -0.537 -0.544 0.682
C -1.842 -0.051 0.091
N -0.940 0.824 -0.712
C 0.060 0.864 0.353
H 2.638 -0.341 0.487
H 1.155 0.950 -1.523
H 0.664 -1.822 -0.820
H -0.460 -1.161 1.582
H -2.441 -0.703 -0.552
H -2.512 0.505 0.766
H 0.176 1.673 1.071
```

Computed properties:
- LUMO energy (spin up / spin down) (eV) = -0.14 / -0.13

***

The following is a quantum chemistry calculation of 2 unconnected molecules or ions with the total composition C2H3F2I at a distorted geometry, from the OMol25 dataset.

XYZ file:
```
8
Properties=species:S:1:pos:R:3
C -0.459 -0.563 -0.246
C 0.487 0.193 0.647
F -0.065 -1.891 -0.459
F 0.448 -0.111 1.949
I 2.276 0.722 -0.216
H -0.555 -0.261 -1.315
H -1.391 -0.732 0.115
H -0.742 2.643 -0.474
```

Computed properties:
- LUMO energy (spin up / spin down) (eV) = -0.47 / -0.75

***

The following is a quantum chemistry calculation of a molecular structure, C41H50AsBN9OW at a distorted geometry, from the OMol25 dataset.

XYZ file:
```
104
Properties=species:S:1:pos:R:3
W 0.150 -0.387 -0.183
C -3.959 -1.580 -0.638
C -2.996 -0.549 -1.176
C -3.403 0.293 -2.236
C -2.418 1.183 -2.728
N -1.296 1.188 -2.137
N -1.797 -0.438 -0.683
B 0.108 1.726 -2.341
N 0.350 2.660 -1.148
C 0.486 3.972 -0.935
C 0.326 4.215 0.412
C 0.072 2.968 0.988
C -0.213 2.667 2.419
N 0.106 2.024 0.036
N 0.980 0.463 -1.964
C 2.026 0.119 -2.695
C 3.082 -0.656 -2.246
C 3.169 -0.944 -0.864
C 4.426 -1.583 -0.320
N 2.158 -0.713 -0.112
N 0.278 2.294 -3.722
C -0.075 3.531 -4.177
C -0.101 3.487 -5.542
C 0.230 2.151 -5.873
C 0.291 1.523 -7.222
N 0.436 1.447 -4.772
H -4.867 -1.590 -1.236
H -4.219 -1.344 0.395
H -3.504 -2.571 -0.665
H -4.405 0.262 -2.635
H -2.616 1.825 -3.590
H 0.718 4.661 -1.729
H 0.375 5.165 0.915
H -0.840 3.447 2.846
H 0.712 2.632 2.996
H -0.730 1.716 2.510
H 2.058 0.516 -3.705
H 3.911 -0.898 -2.894
H 5.267 -1.392 -0.980
H 4.266 -2.663 -0.257
H 4.647 -1.211 0.679
H -0.286 4.346 -3.506
H -0.307 4.298 -6.219
H 0.411 2.280 -7.994
H -0.636 0.981 -7.421
H 1.111 0.810 -7.287
C -4.820 -4.610 -4.068
C -3.472 -4.301 -3.488
C -2.840 -5.178 -2.623
C -1.601 -4.909 -2.040
C -0.971 -6.048 -1.273
C -0.992 -3.679 -2.322
As 0.514 -2.763 -1.329
N -0.350 -2.315 0.221
C -1.206 -2.904 1.106
C -1.992 -2.112 1.984
C -2.828 -2.718 2.897
C -2.897 -4.105 2.981
C -2.125 -4.893 2.128
C -1.300 -4.305 1.198
C 1.813 -4.210 -0.820
C 2.281 -4.474 0.476
C 2.092 -3.566 1.663
C 3.019 -5.637 0.681
C 3.367 -6.489 -0.357
C 4.098 -7.772 -0.106
C 3.038 -6.101 -1.655
C 2.280 -4.975 -1.906
C 1.954 -4.579 -3.324
C -1.543 -2.843 -3.318
C -0.761 -1.693 -3.904
C -2.778 -3.152 -3.861
H -5.075 -5.659 -3.934
H -4.846 -4.379 -5.133
H -5.596 -4.013 -3.584
H -3.303 -6.135 -2.408
H -1.627 -6.407 -0.480
H -0.002 -5.791 -0.865
H -0.832 -6.879 -1.967
H -1.940 -1.039 1.926
H -3.439 -2.106 3.548
H -3.547 -4.569 3.709
H -2.172 -5.971 2.201
H -0.675 -4.901 0.548
H 2.005 -2.530 1.353
H 2.953 -3.652 2.325
H 1.213 -3.842 2.246
H 3.349 -5.868 1.688
H 4.304 -7.915 0.952
H 5.041 -7.799 -0.654
H 3.499 -8.613 -0.459
H 3.383 -6.702 -2.488
H 2.451 -5.237 -4.032
H 2.281 -3.552 -3.509
H 0.877 -4.625 -3.501
H 0.254 -2.011 -4.152
H -0.692 -0.848 -3.227
H -1.232 -1.343 -4.821
H -3.199 -2.504 -4.623
C 0.910 -0.472 2.847
O 0.274 -0.185 1.619
H 0.696 0.315 3.566
H 1.989 -0.524 2.683
H 0.549 -1.423 3.239
```

Computed properties:
- net charge = +2
- multiplicity = 4
- LUMO energy (spin up / spin down) (eV) = -6.46 / -8.10

***

The following is a quantum chemistry calculation of 2 unconnected molecules or ions with the total composition C24H30N2O3 at a distorted geometry, from the OMol25 dataset.

XYZ file:
```
59
Properties=species:S:1:pos:R:3
C -3.072 -0.704 -3.337
C -2.459 0.449 -2.597
C -1.241 1.112 -3.054
C -0.741 2.306 -2.325
C -0.066 3.310 -3.259
C 1.034 2.559 -3.949
O 0.556 1.391 -4.684
C -0.534 0.688 -4.281
O -0.878 -0.295 -4.940
O -2.991 0.829 -1.536
H -2.619 -0.846 -4.325
H -2.931 -1.617 -2.747
H -4.149 -0.516 -3.416
H -1.574 2.795 -1.820
H -0.018 2.007 -1.536
H -0.778 3.734 -3.980
H 0.343 4.140 -2.675
H 1.561 3.189 -4.673
H 1.751 2.218 -3.188
C 6.167 -0.620 -0.492
N 5.274 -1.457 0.290
C 5.908 -2.149 1.397
C 3.919 -1.456 0.130
C 3.337 -0.954 -1.075
C 1.987 -0.733 -1.189
C 1.116 -0.993 -0.094
C -0.251 -0.702 -0.260
C -1.144 -0.545 0.832
C -2.438 -1.134 0.780
C -3.320 -0.970 1.824
C -2.992 -0.121 2.920
N -3.967 0.181 3.869
C -4.356 -0.780 4.881
C -4.382 1.550 4.124
C -1.702 0.466 2.971
C -0.769 0.182 1.997
C 1.683 -1.574 1.090
C 3.028 -1.879 1.163
H 5.695 -0.260 -1.409
H 6.495 0.258 0.084
H 7.056 -1.204 -0.751
H 5.435 -3.127 1.567
H 6.963 -2.302 1.144
H 5.848 -1.576 2.342
H 3.962 -0.753 -1.941
H 1.559 -0.328 -2.114
H -0.647 -0.688 -1.276
H -2.701 -1.732 -0.094
H -4.318 -1.415 1.780
H -4.277 -1.792 4.474
H -3.706 -0.713 5.767
H -5.389 -0.586 5.189
H -4.461 2.097 3.172
H -5.372 1.518 4.597
H -3.678 2.075 4.790
H -1.438 1.133 3.797
H 0.264 0.540 2.073
H 1.027 -1.781 1.940
H 3.388 -2.423 2.035
```

Computed properties:
- LUMO energy (eV) = -2.11

***

The following energy relative to the best compared isomer or geometry (same formula, charge and spin) values (in eV) correspond, in order, to the records above: 6.063 5.181 4.329 6.420.
The following E values (in eV) correspond, in order, to the records above: -8830.140 -15652.975 -122112.828 -34493.980.